(1)
20
Properties=species:S:1:pos:R:3:mulliken_charge:R:1 method="wB97M-V/def2-TZVPD" energy_ha=-402.53327 smiles="C=C(C)N.O.O.O" charge=0
C -1.10627 -1.19838 0.23073 -1.081
C 0.13019 -1.66437 0.39659 0.639
C 0.88216 -1.54660 1.69444 -1.164
N 0.86358 -2.14457 -0.69806 -0.551
H -1.54636 -1.35688 -0.74631 0.334
H -1.76800 -0.83506 0.99679 0.447
H 0.56205 -2.26275 2.45306 0.271
H 0.71719 -0.52381 2.02315 0.269
H 1.95965 -1.70005 1.64090 0.376
H 1.84070 -2.24446 -0.48880 0.240
H 0.78672 -1.71206 -1.60625 0.221
O -2.27948 1.59093 1.27205 -0.633
H -2.29131 1.04551 0.47525 0.348
H -1.69712 2.31569 1.01164 0.289
O 1.34684 2.70391 -0.88108 -0.683
H 0.81624 3.41420 -1.25058 0.344
H 2.05129 2.46222 -1.49332 0.321
O -0.76522 1.12723 -1.79766 -0.568
H -0.52388 1.95463 -1.37832 0.296
H 0.02103 0.57468 -1.85421 0.285

***

(2)
20
Properties=species:S:1:pos:R:3:mulliken_charge:R:1 method="wB97M-V/def2-TZVPD" energy_ha=-402.53348 smiles="C=CNC.O.O.O" charge=0
C 1.13468 3.10523 0.45849 -0.909
C 1.05233 2.20936 -0.52176 0.198
N 0.57720 0.91291 -0.38476 -0.049
C 1.04705 -0.14779 -1.25848 -0.809
H 1.20113 2.87339 1.51404 0.246
H 1.43298 4.11975 0.26253 0.255
H 1.40640 2.42553 -1.52532 0.239
H 0.53153 0.66096 0.59271 -0.017
H 1.79773 -0.81053 -0.81813 0.264
H 1.49617 0.28824 -2.14591 0.354
H 0.22223 -0.80462 -1.52131 0.233
O -2.41503 -1.37207 -0.48335 -0.592
H -2.29267 -0.53834 -0.95336 0.305
H -3.35994 -1.53315 -0.40952 0.277
O -0.10994 -3.20818 0.03740 -0.619
H 0.19992 -2.70800 0.80186 0.321
H -1.05302 -3.02336 -0.03671 0.295
O -1.07345 -0.99689 2.45261 -0.645
H -1.51374 -0.98819 1.59375 0.344
H -0.28158 -0.46423 2.34522 0.310

***

(3)
20
Properties=species:S:1:pos:R:3:mulliken_charge:R:1 method="wB97M-V/def2-TZVPD" energy_ha=-402.49276 smiles=CNCCO.O.O charge=0
C -2.28451 0.30037 1.28232 -0.811
N -1.36094 -0.12340 0.23789 -0.247
C -0.30724 -1.02747 0.56043 -0.563
C 0.73102 -1.02081 -0.49238 -0.435
O 1.27510 0.16613 -0.90723 -0.515
H -1.71698 1.08734 1.79925 0.328
H -2.75562 -0.49598 1.94225 0.294
H -3.26028 0.51960 0.73949 0.260
H -1.78429 -0.59938 -0.52000 0.140
H 0.09546 -0.86959 1.56010 0.444
H -0.68087 -2.11372 0.61732 0.295
H 1.64432 -1.65051 -0.19742 0.265
H 0.17407 -1.29966 -1.38140 0.269
H 0.71368 0.92250 -0.56463 0.301
O 5.63664 2.05166 1.07811 -0.645
H 5.81027 2.61580 0.25466 0.326
H 4.74545 2.41696 1.28645 0.319
O -3.87505 -0.75318 -1.63410 -0.618
H -3.16741 -0.34590 -1.12623 0.238
H -3.42040 -0.55304 -2.47155 0.354

***

(4)
20
Properties=species:S:1:pos:R:3:mulliken_charge:R:1 method="wB97M-V/def2-TZVPD" energy_ha=-402.53539 smiles="C=CCN.O.O.O" charge=0
C -1.91063 -0.66721 0.06314 -0.717
C -1.68810 0.46825 0.70883 -0.062
C -1.32458 1.75307 0.01399 -0.534
N -0.30465 2.53621 0.70895 -0.601
H -2.42582 -1.54613 0.43524 0.270
H -1.61271 -0.78410 -0.97238 0.168
H -1.51794 0.53149 1.77927 0.323
H -2.25903 2.30994 -0.09685 0.363
H -1.04557 1.48134 -0.99823 0.362
H 0.23037 3.05366 0.02142 0.210
H -0.66765 3.18645 1.38441 0.216
O 0.89879 -3.13453 -1.89114 -0.664
H 1.43680 -3.09154 -1.08116 0.393
H 0.46715 -2.26920 -1.82646 0.292
O 1.93064 -2.36024 0.68688 -0.672
H 2.75419 -2.55074 1.14746 0.312
H 1.98954 -1.41912 0.46453 0.351
O 1.62622 0.50259 -0.32827 -0.694
H 1.06898 0.92270 0.35027 0.405
H 2.35400 1.07713 -0.56990 0.276